(1)
DFT (the ωB97M-V functional and the def2-TZVPD basis) results for a molecular structure, C47H47AsF9N5P2Sc.

Values from the calculation:
net charge: +1
spin multiplicity: 1
gap between HOMO and LUMO: 7.871 eV
LUMO: -2.35 eV
ΔE to the lowest compared entry with this formula, charge and spin: 112.24 kJ/mol

Each line ends with the Mulliken charge.
Positions of all 112 atoms, in Å:
Sc 2.4597 -0.9795 -0.0882  0.468
F 3.9018 0.1292 -0.2338  -0.653
F 3.4715 -3.8606 1.4835  -0.358
C 3.1477 -3.4101 0.1586  0.340
F 4.4582 -3.2199 -0.4518  -0.338
C 2.7202 -4.7369 -0.5414  0.598
F 2.3457 -4.5648 -1.8423  -0.228
F 3.7734 -5.5826 -0.5288  -0.273
F 1.6770 -5.3693 0.0860  -0.256
F -4.2214 2.4889 6.3473  -0.275
C -2.9026 2.5458 6.5872  0.816
F -2.5042 3.8289 6.8866  -0.252
F -2.7161 1.7746 7.6628  -0.259
C -2.0499 2.0464 5.4693  0.278
C -2.5983 1.7642 4.2294  -0.967
C -1.7938 1.1052 3.2768  -0.039
C -0.4598 0.7940 3.4272  0.604
C 0.0911 1.2273 4.6310  -0.378
C -0.6940 1.7477 5.6772  -0.991
C 0.2761 -0.0132 2.4656  -0.074
C 1.0098 -0.4655 1.5932  -0.647
H -3.6509 1.9103 4.1248  0.593
H -2.2962 0.7968 2.3993  0.715
H 1.1843 1.0337 4.7871  0.466
H -0.2187 1.9053 6.6340  0.461
C -0.7703 -5.2505 5.3892  -0.685
N 0.7492 -5.5829 5.3441  0.014
C 1.5024 -4.5595 6.2492  -0.796
N 1.1762 -3.2557 5.9406  0.138
C -0.2888 -3.0572 6.0453  -0.898
N -1.0289 -3.9309 5.1049  0.256
C -0.6858 -3.5956 3.7447  -0.831
P 1.1204 -3.8222 3.1744  0.702
C 1.2992 -5.5052 3.9154  -0.987
C 1.7197 -2.8001 4.6306  -0.153
H -1.0090 -5.5376 6.4405  0.381
H -1.2571 -5.9729 4.6982  0.359
H 0.8887 -6.5294 5.6533  0.304
H 2.5390 -4.9128 6.1847  0.379
H 1.1228 -4.7931 7.2494  0.401
H -0.5005 -2.0263 5.7844  0.410
H -0.5838 -3.2028 7.1121  0.252
H -0.8438 -2.5552 3.5337  0.017
H -1.3195 -4.0919 2.9833  0.478
H 2.3537 -5.7253 3.9044  0.491
H 0.8477 -6.2215 3.2232  0.475
H 1.3546 -1.7797 4.4671  -0.336
H 2.7621 -2.6849 4.7602  0.539
C -0.1211 1.6383 -2.7865  0.003
C -1.1608 0.6358 -3.2069  -1.383
As -2.0605 0.7214 -4.9591  0.065
C -2.7894 2.5121 -4.5295  0.188
C -2.0679 3.7091 -4.4676  0.124
C -2.6744 4.8451 -3.9874  -0.769
C -3.9671 4.8015 -3.5303  -0.629
C -4.7060 3.6233 -3.5491  -0.524
C -4.1594 2.4966 -4.1211  -0.431
C -0.4871 1.1334 -5.9670  0.056
C 0.6345 0.2744 -5.8229  0.203
C 1.8449 0.5554 -6.4007  0.016
C 2.0035 1.6346 -7.2347  -0.924
C 0.9049 2.4320 -7.4804  -0.474
C -0.3205 2.1973 -6.8336  -0.385
P 0.3536 1.3467 -1.0215  1.346
C 0.9832 3.0145 -0.4598  -0.116
C 0.9801 3.1502 0.9269  -0.236
C 1.4261 4.3285 1.5049  -0.487
C 1.8890 5.3387 0.6269  -0.573
C 1.9930 5.1505 -0.7508  -0.680
C 1.5054 3.9493 -1.2914  -0.034
C -1.3800 1.3071 -0.3116  0.893
C -2.0549 2.4875 -0.3490  -0.378
C -3.3716 2.5148 0.1043  -0.840
C -3.9246 1.3374 0.5702  -0.648
C -3.2523 0.1234 0.4679  -0.849
C -1.9323 0.1372 0.1291  -0.801
H -0.5333 2.6359 -2.8669  0.305
H 0.7878 1.5806 -3.3633  0.889
H -2.0385 0.7105 -2.5361  0.512
H -0.7695 -0.3890 -3.0597  -0.249
H -1.0122 3.8557 -4.8220  0.357
H -2.1966 5.7965 -4.0882  0.469
H -4.4525 5.6907 -3.1999  0.438
H -5.7328 3.4997 -3.2000  0.424
H -4.8253 1.5923 -4.1214  0.268
H 0.5721 -0.6543 -5.2649  0.153
H 2.7056 -0.1216 -6.1967  0.112
H 2.9615 1.8177 -7.7772  0.363
H 0.9430 3.2334 -8.2045  0.405
H -1.1264 2.8469 -7.0948  0.574
H 0.5774 2.4108 1.5457  0.257
H 1.4020 4.4593 2.6450  0.339
H 1.9985 6.3204 1.0246  0.392
H 2.3236 5.9959 -1.4012  0.354
H 1.5624 3.8029 -2.4081  0.274
H -1.6729 3.4366 -0.7646  0.294
H -3.8286 3.4897 0.2357  0.543
H -4.9640 1.3392 0.8357  0.480
H -3.6776 -0.8305 0.7600  0.428
H -1.3671 -0.7866 0.1552  0.233
C 2.1890 -2.8101 -5.7473  -0.977
N 2.4776 -2.0567 -4.4936  0.307
C 3.7872 -1.7503 -4.1801  -0.726
C 3.7916 -1.2735 -2.9260  -0.796
N 2.5266 -1.2461 -2.4500  0.702
C 1.7221 -1.7842 -3.4174  -0.668
H 2.9196 -3.5845 -5.9324  0.390
H 2.1307 -2.1648 -6.6011  0.388
H 1.1905 -3.2892 -5.6771  0.337
H 4.6636 -1.7679 -4.8565  0.453
H 4.6574 -0.9239 -2.3570  0.512
H 0.6602 -1.9806 -3.2369  0.469

(2)
DFT (the ωB97M-V functional and the def2-TZVPD basis) results for a molecular structure, C47H47B2IN4O28P.

Values from the calculation:
net charge: +1
spin multiplicity: 1
gap between HOMO and LUMO: 6.892 eV
LUMO: -3.55 eV

Each line ends with the Mulliken charge.
Positions of all 130 atoms, in Å:
C 2.8571 0.6150 2.4758  -0.805
C 3.2475 0.6748 1.1162  -0.454
C 3.7097 0.9943 -0.4080  -0.142
C 2.8505 2.0009 -1.3566  1.110
B 4.0624 2.4271 -2.4485  0.588
O 4.8606 1.3791 -3.1972  -0.519
C 4.7202 3.8572 -2.7927  -0.026
C 6.3880 3.7247 -2.8558  -0.891
C 2.4227 3.3259 -0.4980  -1.720
I 4.0890 4.0955 0.8055  0.223
P 1.8210 4.9101 -1.2087  0.410
O 2.2123 6.3000 -0.1787  -0.438
O 2.0371 5.3974 -2.7909  -0.409
O 1.3705 3.0524 0.5429  -0.055
C 0.2941 2.2270 0.0559  2.341
C -1.0030 3.2266 -0.2807  -0.305
C -1.9574 4.0541 -0.9326  -1.386
C -0.2558 1.4274 1.4276  -0.362
C -1.8612 1.7816 1.7371  -0.019
N -2.1887 2.7388 2.7048  -0.597
C 0.6087 1.0964 -1.0704  -1.403
B -0.8636 0.4291 -1.4564  1.077
O -1.9378 0.9960 -2.2819  -0.903
O -1.2659 -0.9194 -0.8990  -0.382
N 1.6399 1.3539 -2.1184  1.410
C 1.9541 0.0579 -2.8168  0.097
C 1.7475 -0.0709 -4.4320  -0.749
O 2.7396 0.7069 -5.2529  -0.600
C 0.2490 -0.0795 -5.0454  -0.218
N -0.1694 -1.4912 -5.5106  -0.457
O 1.5195 2.2540 -3.0445  -0.542
C 0.3330 2.8485 -3.4818  0.567
N -0.7543 3.0278 -4.2014  -0.560
H 2.3656 0.3110 3.5193  0.300
H 3.9041 -0.0933 -0.8400  0.282
H 4.8333 1.4033 -0.3169  0.550
H 5.5469 1.0040 -2.5394  0.403
H 4.4139 4.1428 -3.9110  0.176
H 4.5128 4.7689 -2.1168  0.127
H 6.7516 2.9343 -2.0537  0.216
H 6.8289 4.7705 -2.5302  0.311
H 6.6605 3.4342 -3.9556  0.255
H 1.8997 7.0850 -0.7267  0.304
H 2.3951 6.3470 -2.8737  0.307
H -2.5359 5.0527 -1.2308  0.319
H -0.0287 0.2844 1.4172  0.002
H 0.3157 1.8586 2.3838  0.183
H -2.6792 1.2335 1.1046  0.143
H -1.2937 3.1083 3.1114  0.236
H 1.0827 0.1805 -0.4456  0.512
H -2.8402 0.9499 -1.8325  0.254
H -0.4423 -1.4071 -0.5886  0.202
H 1.4315 -0.9170 -2.3599  0.162
H 3.0835 -0.3247 -2.7435  0.322
H 2.1180 -1.1922 -4.6612  0.561
H 2.3662 1.6091 -5.4767  0.398
H 0.2926 0.5448 -6.0640  0.159
H -0.5997 0.4035 -4.4203  0.067
H -1.2307 -1.4832 -5.5581  0.260
H 0.1388 -2.1890 -4.7995  0.187
C -8.1809 -0.3077 1.6446  -0.839
C -7.3858 0.2882 0.7539  0.205
C -6.0791 0.8785 1.1562  1.191
O -5.3614 1.4028 0.3118  -0.637
C -5.7000 0.8103 2.5761  -0.981
C -6.4968 0.2174 3.4673  0.423
C -7.7903 -0.3968 3.0601  0.777
O -8.4927 -0.9510 3.8989  -0.611
O -6.1480 0.1522 4.8038  -0.553
O -7.7474 0.3782 -0.5777  -0.590
H -9.1322 -0.7428 1.3656  0.446
H -4.7561 1.2589 2.8579  0.494
H -6.8854 -0.3253 5.2428  0.348
H -7.0073 0.8504 -1.0177  0.337
C 1.5702 -3.4728 -10.4044  -0.785
C 1.3658 -3.0813 -9.1452  0.376
C 1.5629 -4.0160 -8.0028  0.840
O 1.3857 -3.6222 -6.8554  -0.503
C 1.9646 -5.3988 -8.3051  -0.928
C 2.1656 -5.7910 -9.5646  0.304
C 1.9952 -4.8487 -10.7045  0.899
O 2.2050 -5.2336 -11.8499  -0.596
O 2.5405 -7.0897 -9.8560  -0.556
O 0.9636 -1.7904 -8.8556  -0.582
H 1.4328 -2.8032 -11.2441  0.429
H 2.0870 -6.0725 -7.4668  0.425
H 2.6243 -7.1238 -10.8339  0.353
H 0.8857 -1.7547 -7.8774  0.276
C -0.8385 1.2599 5.6120  -0.389
C -0.3719 2.4245 6.0666  0.026
C -0.4209 2.7649 7.5156  0.869
O 0.0328 3.8348 7.9060  -0.656
C -1.0268 1.7873 8.4331  -0.920
C -1.4964 0.6242 7.9777  0.418
C -1.4223 0.2726 6.5331  0.644
O -1.8456 -0.8118 6.1472  -0.656
O -2.0696 -0.2979 8.8341  -0.589
O 0.1758 3.3585 5.2065  -0.531
H -0.8071 0.9986 4.5617  0.613
H -1.0722 2.0549 9.4810  0.442
H -2.3292 -1.0555 8.2657  0.348
H 0.4409 4.1135 5.7758  0.341
C 3.6758 -2.0103 8.3654  -0.850
C 3.0029 -1.0236 8.9606  0.304
C 2.5345 0.1649 8.1952  0.890
O 1.9020 1.0467 8.7656  -0.597
C 2.8606 0.2341 6.7622  -0.782
C 3.5365 -0.7511 6.1679  0.165
C 3.9805 -1.9520 6.9275  0.858
O 4.5841 -2.8498 6.3497  -0.616
O 3.8486 -0.6913 4.8221  -0.475
O 2.7151 -1.0701 10.3123  -0.570
H 4.0202 -2.8809 8.9092  0.435
H 2.5297 1.1116 6.2217  0.602
H 4.3375 -1.5212 4.6306  0.314
H 2.2209 -0.2431 10.5024  0.352
C -3.5894 -3.1158 -0.5354  -0.861
C -4.8705 -3.4807 -0.6150  0.352
C -5.3062 -4.8586 -0.2554  0.821
O -6.4930 -5.1590 -0.3205  -0.607
C -4.2748 -5.8197 0.1655  -0.898
C -2.9933 -5.4556 0.2417  0.249
C -2.5619 -4.0702 -0.0913  0.987
O -1.3793 -3.7602 0.0060  -0.663
O -2.0185 -6.3545 0.6340  -0.590
O -5.8415 -2.5899 -1.0341  -0.531
H -3.2592 -2.1170 -0.7915  0.603
H -4.6027 -6.8227 0.4068  0.427
H -1.1753 -5.8516 0.6105  0.348
H -6.6855 -3.0911 -1.0048  0.332